Here is a cluster of 8 separate species, C40H82F2N8O8S2 in total from the OMol25 dataset. Energies are from the ωB97M-V functional and the def2-TZVPD basis.

Results
- HOMO energy: -0.3271 Ha
- Orbital gap: 4.6 eV
- F_max: 6.61 eV/A
- Net charge: +2

Cartesian coordinates (Å):
C -14.85872 4.03291 7.40529
C -14.41627 3.35604 8.67452
N -13.33841 4.05148 9.38289
C -12.01984 3.66621 9.54304
C -11.31699 4.68036 10.10856
N -12.24776 5.69149 10.32680
C -13.44113 5.25740 9.90534
C -11.93222 7.01913 10.82130
H -15.53131 3.37862 6.84422
H -14.01743 4.21145 6.72360
H -15.30722 5.01624 7.54390
H -14.18966 2.30472 8.51989
H -15.24724 3.38584 9.38335
H -11.62944 2.74419 9.14822
H -10.33356 4.85036 10.50826
H -14.30317 5.90503 9.89522
H -10.91517 7.32618 10.60639
H -12.12549 7.03886 11.89752
H -12.65121 7.73500 10.42503
C -8.81472 -4.36006 14.60521
C -9.45259 -4.85049 13.30128
N -10.01193 -3.77294 12.47590
C -9.61457 -2.46362 12.41062
C -10.54353 -1.75776 11.75048
N -11.45846 -2.67148 11.26544
C -11.10884 -3.89356 11.71638
C -12.59101 -2.38559 10.41980
H -9.44047 -3.74757 15.25076
H -7.83693 -3.92355 14.41421
H -8.61809 -5.26183 15.19014
H -10.24477 -5.54964 13.56089
H -8.71027 -5.35704 12.68638
H -8.68187 -2.09812 12.80520
H -10.62020 -0.70328 11.55071
H -11.67103 -4.80193 11.58216
H -13.57100 -2.43094 10.89752
H -12.62780 -2.97115 9.50229
H -12.53118 -1.35238 10.07968
C -17.74549 -3.05247 13.79914
C -16.37330 -3.63069 14.17032
C -15.58610 -2.49539 14.80718
N -14.15839 -2.84204 15.26284
C -13.23858 -2.99999 14.08633
C -14.10480 -4.04399 16.16434
C -12.84642 -3.85672 17.00391
C -12.47780 -2.35069 16.94842
C -13.56997 -1.69093 16.10821
H -17.54210 -2.41357 12.93391
H -18.19787 -2.42332 14.56334
H -18.48367 -3.76583 13.44132
H -15.82978 -4.05220 13.32240
H -16.45511 -4.49324 14.83822
H -16.04519 -2.15842 15.73517
H -15.39578 -1.67226 14.12832
H -12.20707 -3.15618 14.38795
H -13.31575 -2.16061 13.39630
H -13.67062 -3.85097 13.55498
H -14.09177 -4.97113 15.59518
H -15.04034 -4.02973 16.72260
H -12.01321 -4.40681 16.57068
H -12.99480 -4.18788 18.02816
H -11.48558 -2.21846 16.51573
H -12.36081 -1.93267 17.94655
H -13.27740 -0.96840 15.35328
H -14.43110 -1.45192 16.73286
C -5.76764 8.39392 14.26210
C -7.07783 7.59130 14.44906
C -6.99168 6.07749 14.35237
N -8.30700 5.40872 14.70308
C -8.58572 5.40081 16.18849
C -9.44407 6.01232 13.91009
C -10.50995 4.94520 13.78700
C -9.68471 3.66425 13.61420
C -8.33107 3.90688 14.26388
H -5.32924 8.05546 13.32459
H -5.03347 8.08661 15.00986
H -6.02249 9.43730 14.39868
H -7.75211 7.99946 13.69241
H -7.55914 7.79532 15.41080
H -6.25925 5.67849 15.05371
H -6.74482 5.73947 13.34633
H -9.50644 4.83101 16.28645
H -8.81927 6.40948 16.52248
H -7.71292 4.94608 16.64093
H -9.76645 6.88884 14.47249
H -9.11298 6.32630 12.92079
H -11.08936 4.94270 14.71338
H -11.20606 5.08253 12.96464
H -10.28080 2.84599 14.00918
H -9.51399 3.47353 12.55596
H -8.07964 3.21623 15.06478
H -7.56426 3.91720 13.49448
C -15.02604 5.32870 13.07311
C -15.72278 4.40161 14.08182
C -14.93022 4.17815 15.35223
N -15.62258 3.27170 16.37320
C -16.35008 2.10699 15.77590
C -16.72397 3.98648 17.19497
C -15.95927 4.54151 18.39081
C -15.09101 3.34922 18.78244
C -14.63355 2.78330 17.46699
H -14.92213 6.33441 13.49120
H -15.60242 5.37462 12.15202
H -14.00436 5.04766 12.81001
H -15.96853 3.48219 13.54988
H -16.70499 4.76028 14.40860
H -14.76234 5.08034 15.94069
H -13.95698 3.76561 15.07674
H -16.72924 1.37115 16.47653
H -15.70887 1.75070 14.97671
H -17.22343 2.51824 15.26680
H -17.54455 3.34000 17.49729
H -17.16838 4.75200 16.55947
H -16.60772 4.93577 19.16774
H -15.30873 5.34120 18.03132
H -15.64056 2.65416 19.41836
H -14.22493 3.64469 19.37465
H -14.62291 1.70791 17.29099
H -13.61386 3.06569 17.20395
N -14.04314 0.32837 13.39361
S -12.92524 1.18342 12.81131
O -13.04452 2.60769 12.94998
O -12.27049 0.66573 11.62465
F -11.81008 0.90312 13.92989
S -15.23844 0.63993 12.23127
O -15.45966 -0.46214 11.33836
O -15.53994 1.94416 11.74485
F -16.41959 0.36724 13.30723
C -9.77346 -0.33686 15.43088
C -8.95739 0.57451 14.50486
O -9.18197 0.52576 13.27122
O -8.24574 1.45936 15.05031
H -10.03193 -1.32465 15.03152
H -10.74410 0.14747 15.56252
H -9.21176 -0.48679 16.35248
C -17.10026 1.16110 8.61904
C -18.15841 2.02334 7.92231
O -17.75369 2.71275 6.95734
O -19.29801 1.95375 8.42798
H -16.68281 1.72464 9.47394
H -16.16402 0.95666 8.08797
H -17.55927 0.31257 9.12769

Here are the Löwdin charges for atoms 1 to 2, given in e: C -0.0547; C -0.1673

***

Here is a structure of composition CHClF2O from the OMol25 dataset. Energies are from the ωB97M-V functional and the def2-TZVPD basis.

Results
- HOMO energy: -0.3608 Ha
- Orbital gap: 10.1 eV
- F_max: 3.98 eV/A
- Energy relative to the best compared isomer or geometry (same formula, charge and spin): 350.75 kJ/mol

Cartesian coordinates (Å):
C -0.61473 -0.11948 -0.07901
O 1.15502 -0.33363 0.57242
F -0.54033 -0.44958 -1.33625
F -1.31386 -0.95883 0.61526
Cl 2.10520 0.92251 0.11236
H -0.79130 0.93902 0.11523

Here are the Löwdin charges for atoms 1 to 2, given in e: C -0.3003; O -0.7128

***

Here is the molecule C5H5NO from the OMol25 dataset. Energies are from the ωB97M-V functional and the def2-TZVPD basis.

Results
- HOMO energy: -0.4017 Ha
- Orbital gap: 11.6 eV
- F_max: 1.10 eV/A
- Energy relative to the best compared isomer or geometry (same formula, charge and spin): 244.34 kJ/mol
- SMILES string: C#C[C@@H](C#N)CO

Cartesian coordinates (Å):
O -2.04431 -0.61200 -0.07634
C -0.76909 -0.97742 0.38140
C 0.33713 -0.23195 -0.40108
C 0.43151 1.18542 -0.01528
C 0.49625 2.34535 0.29974
C 1.63515 -0.91036 -0.27170
N 2.63477 -1.48482 -0.19458
H -2.02619 0.29650 -0.39221
H -0.63715 -0.79108 1.45783
H -0.66407 -2.05117 0.20211
H 0.05445 -0.28536 -1.46053
H 0.57340 3.37639 0.57303

Here are the Löwdin charges for atoms 1 to 2, given in e: O -0.0410; C -0.2305

***

Here is a cluster of 2 separate species, C4H6IO3 in total from the OMol25 dataset. Energies are from the ωB97M-V functional and the def2-TZVPD basis.

Results
- HOMO energy: -0.1252 Ha
- Orbital gap: 6.1 eV
- F_max: 2.53 eV/A
- Energy relative to the best compared isomer or geometry (same formula, charge and spin): 54.86 kJ/mol
- Net charge: -1

Cartesian coordinates (Å):
I 2.37764 -13.35525 10.21122
C 1.01927 -7.16660 7.96651
C 0.87017 -7.20060 9.47120
C 1.88452 -6.51286 10.36586
O 1.08302 -5.82007 11.29116
C -0.21169 -5.95078 10.98175
O -1.05097 -5.37578 11.64818
O -0.36255 -6.66708 9.85458
H 1.09646 -6.12158 7.66639
H 0.17357 -7.65516 7.48256
H 1.92891 -7.69258 7.67668
H 0.86278 -8.25026 9.76490
H 2.55001 -5.83563 9.83053
H 2.46952 -7.28482 10.86581

Here are the Löwdin charges for atoms 1 to 2, given in e: I -0.9987; C -0.0139

***

Here is a cluster of 12 separate species, C35H49N11O10P in total from the OMol25 dataset. Energies are from the ωB97M-V functional and the def2-TZVPD basis.

Results
- HOMO energy: -0.0298 Ha
- Orbital gap: 6.9 eV
- F_max: 12.93 eV/A
- Energy relative to the best compared isomer or geometry (same formula, charge and spin): 143.45 kJ/mol
- Net charge: -3

Cartesian coordinates (Å):
P 0.12885 0.12650 -0.12189
O -0.52415 -1.16750 0.37811
O 0.54285 -0.17350 -1.56789
O 1.24885 0.54250 0.74911
O -0.85715 1.23450 -0.08789
N -2.46715 3.81950 0.33911
C -2.30315 5.19850 0.43211
C -3.63015 5.82850 0.83011
C -4.61515 4.69750 1.02811
C -3.78515 3.48350 0.85811
H -1.66715 3.03250 0.31911
H -1.33015 5.63450 0.15311
H -3.96315 6.76150 0.91311
H -5.40915 4.88650 1.50511
H -4.07815 2.56750 1.25111
N 2.56685 -0.05750 -3.05389
C 3.85285 -0.48550 -2.73389
C 4.72685 -0.24050 -3.97989
C 3.88885 0.31250 -4.95189
C 2.48285 0.33450 -4.38889
H 1.62985 -0.21650 -2.45489
H 4.05085 -0.75650 -1.67589
H 5.71085 -0.50050 -3.97389
H 4.26585 0.64650 -6.07789
H 1.66585 0.71950 -5.01089
N -0.37215 -2.00950 2.71911
C 0.58885 -1.46950 3.56611
C 0.35185 -2.26350 4.92011
C -0.74015 -3.27750 4.65411
C -1.17715 -2.96850 3.23511
H -0.33815 -1.80350 1.67411
H 0.94085 -0.53950 3.18511
H 1.00585 -2.09950 5.86011
H -1.21215 -4.06550 5.42111
H -1.82415 -3.44750 2.55211
N -0.70115 -0.38450 -3.66489
C -1.22915 0.71350 -4.41889
C -2.02715 0.13250 -5.47989
C -1.84015 -1.47850 -5.35489
C -0.94215 -1.68950 -4.17389
H -0.20815 -0.29850 -2.69889
H -0.96315 1.58350 -4.03389
H -2.57515 0.62750 -6.16189
H -2.00115 -2.41950 -6.02289
H -0.77415 -2.51550 -3.47489
N -3.02415 -1.74550 0.28711
C -3.41515 -2.87150 -0.40089
C -4.90215 -3.14550 -0.22489
C -5.38115 -1.95050 0.62711
C -4.08515 -1.28250 1.04311
H -2.09815 -1.58050 0.63011
H -2.66915 -3.46450 -0.96489
H -5.56115 -3.98450 -0.69989
H -6.47515 -1.85950 1.28411
H -4.01515 -0.58250 1.77811
N 2.00985 2.30350 2.28811
C 1.25285 3.52050 2.54211
C 2.07085 4.34050 3.51511
C 3.34985 3.63650 3.65311
C 3.28585 2.22950 2.90711
H 1.62285 1.59750 1.61711
H 0.20285 3.62950 2.04011
H 2.07785 5.32550 4.00311
H 4.09685 3.94050 4.26111
H 4.00385 1.47750 2.77811
N 0.09785 -3.42250 -0.25089
C 0.97885 -3.61850 -1.38689
C 1.11785 -5.10150 -1.65989
C 0.43285 -5.79750 -0.47789
C -0.25015 -4.70950 0.26411
H -0.24715 -2.47450 0.00711
H 1.29685 -2.71450 -1.82689
H 1.59085 -5.70950 -2.49189
H 0.20185 -6.76950 -0.51289
H -1.20715 -4.54750 0.89011
N 3.42185 -0.54950 0.75111
C 3.35385 -1.89850 0.98511
C 4.81485 -2.37450 1.31711
C 5.74585 -1.09050 1.26911
C 4.65085 -0.00450 0.79311
H 2.47385 0.01950 0.76511
H 2.15585 -2.26150 1.12711
H 5.03085 -3.42050 1.68411
H 6.87085 -0.96550 1.43111
H 4.92685 1.01850 0.84211
C -3.29715 0.55050 -1.77089
N -4.76615 0.28250 -2.06989
O -5.61115 0.88750 -1.44789
O -5.09315 -0.52150 -2.96989
H -3.01415 1.49850 -2.16189
H -2.87315 -0.26350 -2.12189
H -3.03815 0.46750 -0.66489
C -1.35915 1.02150 2.95511
N -2.40315 1.17050 4.06711
O -1.90515 1.56150 5.12411
O -3.49515 0.56150 3.97811
H -1.86215 0.30650 2.51511
H -0.39615 0.75450 3.07911
H -1.45915 1.85650 2.44511
C 3.05885 2.45350 -1.15389
N 4.12685 3.50350 -1.18889
O 4.67185 3.69050 -0.13389
O 4.33885 4.08050 -2.23089
H 2.53285 2.54250 -2.07189
H 2.38985 2.47950 -0.33189
H 3.55485 1.41850 -1.30789

Here are the Löwdin charges for atoms 1 to 2, given in e: P 0.0483; O -0.3651

***

Here is the molecule C4H8O2 from the OMol25 dataset. Energies are from the ωB97M-V functional and the def2-TZVPD basis.

Results
- HOMO energy: -0.3715 Ha
- Orbital gap: 11.2 eV
- F_max: 0.94 eV/A
- Energy relative to the best compared isomer or geometry (same formula, charge and spin): 232.99 kJ/mol
- SMILES string: OCC[C@H]1CO1

Cartesian coordinates (Å):
O -0.96130 -1.49124 0.71346
C -1.26058 -1.02065 -0.57928
C -0.65790 0.41571 -0.63551
C 0.83143 0.64000 -0.27754
C 1.39047 0.84074 1.07493
O 1.59243 -0.38395 0.37324
H 0.01105 -1.46928 0.71193
H -0.97958 -1.80300 -1.31241
H -2.35425 -0.94504 -0.69542
H -0.83017 0.90952 -1.59688
H -1.24937 0.95547 0.11467
H 1.40481 1.13635 -1.06250
H 0.76573 0.77500 1.96564
H 2.29722 1.44037 1.20567

Here are the Löwdin charges for atoms 1 to 2, given in e: O -0.0823; C -0.2543